Computed, not measured: a structure of composition C3H2AuFO2 at a distorted geometry, with ωB97M-V/def2-TZVPD.

```
! wB97M-V def2-TZVPD RIJCOSX def2/J DEFGRID3
* xyz 3 4
H -2.12 -1.06 -1.21
F 0.92 1.67 0.32
O 1.62 -0.31 -0.19
O -1.46 -0.37 -1.38
C 0.67 0.41 0.09
C -0.88 -0.30 0.98
C -0.97 0.14 -0.27
H -1.03 0.17 1.95
Au 3.24 -0.34 -0.28
*
```

Energy relative to the best compared isomer or geometry (same formula, charge and spin): 281.6 kJ/mol
HOMO (spin up / spin down): -25.3 / -28.5 eV
Gap between HOMO and LUMO (spin up / spin down): 8.814 / 8.428 eV
LUMO (spin up / spin down): -16.5 / -20.0 eV

Atom charges from the Mulliken analysis, given in e for atoms 1 to 4: 0.467, -0.051, -0.230, -0.118